The following is a DFT calculation (ωB97M-V/def2-TZVPD) of a structure of composition C48H70AlBClN7O4Sb.

Structure (XYZ):
```
133
Properties=species:S:1:pos:R:3:forces:R:3:lowdin_charge:R:1
Al 0.517 -0.214 0.725 0.60 -0.43 0.12 0.2045
C 2.155 -2.315 4.613 0.00 0.00 0.00 -0.0407
C 2.380 -0.985 3.888 -0.04 0.03 -0.02 -0.3724
C 3.339 -0.086 4.666 -0.01 0.00 0.00 -0.0436
C 2.880 -1.260 2.501 0.07 0.08 0.03 -0.2201
C 4.174 -1.650 2.177 0.00 0.02 -0.03 0.0617
C 4.189 -1.871 0.813 -0.01 0.04 0.05 -0.1672
C 5.437 -2.119 0.011 0.00 -0.02 0.00 -0.3308
C 5.578 -3.528 -0.560 -0.02 0.00 0.00 -0.0458
C 5.623 -0.998 -1.016 0.00 0.01 0.01 -0.0392
N 2.941 -1.642 0.349 0.00 -0.25 0.04 0.0944
N 2.143 -1.233 1.381 -0.11 0.16 -0.13 0.0903
B 2.189 -2.072 -0.952 0.08 0.07 -0.04 -0.4945
N 1.935 -0.835 -1.818 -0.20 -0.15 -0.16 0.0520
N 1.253 0.289 -1.369 0.19 0.04 0.39 0.1238
C 1.351 1.193 -2.389 -0.22 -0.04 -0.22 -0.1735
C 2.081 0.620 -3.427 -0.01 -0.07 0.01 0.0087
C 2.388 -0.665 -3.074 0.01 0.09 0.04 -0.1830
C 2.914 -1.670 -4.078 -0.02 0.00 -0.01 -0.3318
C 1.920 -2.812 -4.275 0.00 -0.01 0.00 -0.0453
C 4.338 -2.192 -3.918 0.00 0.01 0.00 -0.0476
C 0.752 2.533 -2.846 0.21 0.12 -0.05 -0.3295
C -0.377 2.320 -3.870 -0.05 0.04 0.05 -0.0428
C 0.385 3.680 -1.937 0.03 -0.12 0.02 -0.0634
N 0.825 -2.721 -0.584 0.11 -0.09 0.24 0.1050
N -0.144 -1.952 0.041 -0.17 0.10 -0.08 0.0948
C -1.144 -2.792 0.411 0.00 -0.03 0.00 -0.1701
C -0.805 -4.072 0.019 -0.01 -0.01 -0.05 0.0430
C 0.438 -4.009 -0.582 -0.06 0.03 -0.10 -0.1499
C 1.071 -5.265 -1.139 0.01 0.00 0.06 -0.3312
C 0.416 -5.646 -2.475 -0.02 -0.02 0.02 -0.0388
C 2.590 -5.361 -1.183 0.01 0.03 -0.04 -0.0642
C -2.396 -2.480 1.194 0.02 -0.01 0.02 -0.3408
C -3.226 -1.340 0.627 -0.02 0.00 0.03 -0.0667
C -3.282 -3.717 1.342 0.00 -0.01 0.00 -0.0602
H 1.725 -2.136 5.598 0.01 0.00 0.00 0.0876
H 1.470 -2.953 4.055 -0.01 0.00 0.00 0.0869
H 3.101 -2.846 4.738 0.00 0.00 -0.01 0.0885
H 1.419 -0.486 3.834 0.07 -0.02 0.01 0.0649
H 4.313 -0.561 4.793 0.00 0.00 0.00 0.0808
H 2.936 0.115 5.659 0.00 0.00 0.00 0.0910
H 3.499 0.873 4.167 0.00 0.00 0.00 0.0797
H 5.012 -1.749 2.845 0.00 -0.01 0.00 0.1269
H 6.239 -2.007 0.745 0.01 -0.01 -0.01 0.1359
H 4.768 -3.788 -1.233 -0.02 0.01 -0.05 0.0276
H 6.516 -3.610 -1.109 0.01 0.00 0.01 0.0905
H 5.593 -4.266 0.244 -0.01 0.00 0.00 0.0906
H 4.753 -0.891 -1.660 0.00 -0.02 -0.02 0.0499
H 5.777 -0.045 -0.508 -0.01 0.00 -0.01 0.0894
H 6.494 -1.193 -1.643 0.00 0.00 0.00 0.0890
H 2.855 -2.828 -1.564 0.02 0.01 -0.02 0.1002
H 2.283 1.077 -4.381 -0.01 0.02 0.00 0.1330
H 2.915 -1.087 -5.003 -0.01 -0.01 -0.01 0.1354
H 1.935 -3.480 -3.418 0.00 -0.01 0.02 0.0362
H 0.902 -2.441 -4.404 0.00 0.00 0.00 0.0949
H 2.188 -3.393 -5.158 0.00 0.00 0.00 0.0946
H 4.458 -2.806 -3.030 0.00 -0.02 0.03 0.0480
H 4.579 -2.811 -4.784 0.00 0.01 0.00 0.0913
H 5.063 -1.380 -3.878 0.00 0.00 0.01 0.0835
H 1.595 2.914 -3.427 0.00 0.02 -0.01 0.1277
H -0.217 1.443 -4.493 0.01 0.00 -0.01 0.0825
H -1.345 2.238 -3.380 0.12 0.02 -0.07 0.0501
H -0.423 3.195 -4.521 0.00 0.00 0.00 0.0942
H 0.083 4.514 -2.573 -0.01 0.04 0.05 0.1044
H 1.225 4.023 -1.338 0.00 -0.05 0.00 0.0812
H -0.465 3.465 -1.298 0.05 -0.01 -0.11 0.0066
H -1.383 -4.967 0.158 0.00 0.00 0.00 0.1209
H 0.742 -6.022 -0.421 0.04 0.00 0.02 0.1392
H 0.468 -4.840 -3.203 0.03 0.00 -0.01 0.0607
H 0.915 -6.520 -2.896 -0.01 -0.01 0.01 0.0895
H -0.636 -5.893 -2.332 0.00 0.01 -0.01 0.0833
H 3.012 -4.879 -2.064 0.00 0.02 0.00 0.0606
H 3.047 -4.925 -0.295 0.01 -0.01 0.01 0.0773
H 2.874 -6.413 -1.225 0.00 0.00 -0.01 0.0929
H -2.077 -2.212 2.200 -0.01 0.02 -0.01 0.1111
H -3.662 -1.618 -0.334 0.00 0.00 -0.01 0.0927
H -4.033 -1.094 1.314 0.00 0.01 0.01 0.0869
H -2.632 -0.439 0.488 0.00 -0.01 -0.01 -0.0026
H -3.626 -4.083 0.372 0.00 0.00 0.00 0.0912
H -2.772 -4.529 1.861 0.00 0.00 0.00 0.0846
H -4.160 -3.453 1.930 0.00 0.00 0.00 0.0899
N 1.406 1.342 1.670 -0.07 0.13 -0.28 0.1624
H 1.273 1.138 2.662 0.01 0.07 0.03 0.0518
H 1.052 2.288 1.546 -0.04 -0.08 -0.01 0.0399
H 2.407 1.353 1.490 -0.01 0.00 -0.07 0.1097
C -2.090 -0.039 -2.213 0.00 0.00 -0.02 -0.0721
C -3.015 1.148 -2.288 -0.13 -0.08 0.05 -0.3282
C -3.876 1.201 -3.389 0.02 -0.02 0.01 -0.0486
C -4.709 2.280 -3.612 -0.01 0.02 0.00 -0.0615
C -4.699 3.349 -2.725 0.00 0.00 -0.01 -0.0640
C -3.874 3.301 -1.617 0.05 -0.02 -0.08 -0.1093
C -3.033 2.211 -1.377 0.02 0.04 0.02 -0.3342
Sb -1.979 2.182 0.491 -0.09 0.18 0.28 1.6256
C -1.355 4.229 0.895 -0.23 0.17 -0.08 -0.3079
C 0.031 4.400 0.933 -0.03 0.01 0.18 -0.2087
C 0.639 5.568 1.354 0.02 0.00 -0.01 -0.0726
C -0.158 6.631 1.746 0.00 0.01 0.00 -0.0626
C -1.532 6.502 1.677 0.00 -0.02 0.02 -0.0398
C -2.159 5.324 1.258 0.02 -0.04 -0.01 -0.2767
C -3.665 5.367 1.217 0.01 0.02 -0.03 -0.0544
C -3.766 2.120 1.687 -0.06 -0.19 -0.10 -0.3381
C -4.875 1.532 1.078 -0.02 0.06 0.02 -0.1427
C -6.090 1.434 1.736 -0.01 0.01 0.00 -0.0719
C -6.210 1.944 3.020 -0.01 0.01 -0.01 -0.0645
C -5.112 2.525 3.628 0.01 -0.03 0.02 -0.0400
C -3.874 2.608 2.992 0.04 -0.04 0.02 -0.3230
C -2.738 3.207 3.775 0.04 0.01 -0.02 -0.0527
H -1.456 -0.074 -3.102 0.00 0.00 0.01 0.0810
H -2.649 -0.973 -2.179 0.00 -0.01 0.01 0.0835
H -1.428 -0.011 -1.352 -0.04 0.00 -0.03 -0.0028
H -3.870 0.375 -4.091 0.00 0.00 0.00 0.1211
H -5.360 2.292 -4.476 0.00 0.00 0.00 0.1097
H -5.337 4.207 -2.890 0.00 0.00 0.00 0.1096
H -3.893 4.128 -0.925 0.01 0.05 0.03 0.0716
H 0.666 3.620 0.535 -0.01 0.00 0.16 0.0404
H 1.718 5.653 1.358 0.00 0.00 0.01 0.1091
H 0.285 7.557 2.088 0.00 0.00 -0.01 0.1107
H -2.157 7.340 1.962 0.00 0.00 0.00 0.1199
H -3.993 5.968 0.365 0.00 0.02 0.01 0.0932
H -4.054 5.851 2.114 0.00 -0.01 0.00 0.0933
H -4.126 4.390 1.143 -0.02 0.01 -0.01 0.0437
H -4.808 1.154 0.065 0.01 -0.01 -0.01 0.0912
H -6.937 0.976 1.243 0.00 0.00 0.00 0.1076
H -7.154 1.889 3.545 0.00 0.00 0.00 0.1080
H -5.203 2.919 4.634 0.00 0.00 0.00 0.1203
H -2.485 2.560 4.614 -0.01 -0.02 0.05 0.0811
H -3.025 4.178 4.184 0.03 0.01 -0.02 0.0941
H -1.834 3.347 3.187 -0.01 -0.03 0.03 0.0455
O -0.781 -1.190 4.506 -0.03 0.03 -0.01 -0.2309
Cl -1.045 -0.150 3.585 -0.02 0.12 0.05 0.7511
O -0.358 1.063 3.922 -0.06 0.07 0.07 -0.2987
O -2.426 0.052 3.365 0.03 0.02 0.00 -0.2440
O -0.445 -0.607 2.272 -0.10 -0.07 -0.22 -0.3313
```
Forces are in eV/Å.

The value obtained for the highest occupied orbital energy is -10.7339 eV. The value obtained for the total energy is -3522.79494 Ha. The orbital gap is 8.8 eV. Its charge is +1.